Entry from the Open Molecules 2025 dataset: C47H53BClN10O3Ti as an isolated structure in a non-equilibrium geometry (the ωB97M-V functional and the def2-TZVPD basis).

Last column: Mulliken charge in e.
Element x y z (Å)
Ti -0.734 0.075 0.729  -0.12
C 1.408 1.066 5.642  -1.42
C 0.360 0.438 4.781  0.86
C -0.910 0.016 5.117  -1.47
C -1.459 -0.469 3.924  -0.09
N -0.595 -0.354 2.926  0.35
N 0.533 0.194 3.474  -0.13
B 1.833 0.430 2.648  -0.96
N 1.706 1.724 1.801  0.59
N 0.690 1.819 0.916  1.26
C 0.755 3.036 0.397  -0.46
C 1.841 3.734 0.950  -1.54
C 2.427 2.851 1.836  0.73
C 3.624 3.031 2.715  -1.55
C -0.185 3.579 -0.627  1.11
C -0.417 4.947 -0.649  -0.71
C -1.225 5.521 -1.626  -0.79
C -1.800 4.724 -2.605  -0.78
C -1.574 3.357 -2.585  -0.73
C -0.783 2.787 -1.596  0.77
N 2.091 -0.778 1.723  0.60
N 1.096 -1.337 0.972  0.63
C 1.650 -2.361 0.338  -0.39
C 3.008 -2.471 0.671  -0.77
C 3.251 -1.436 1.548  0.45
C 4.530 -1.039 2.214  -1.66
C 0.920 -3.339 -0.505  0.63
C 1.452 -3.738 -1.727  -0.08
C 0.817 -4.715 -2.485  -1.31
C -0.346 -5.312 -2.020  -0.42
C -0.873 -4.923 -0.797  -0.38
C -0.246 -3.941 -0.045  0.28
C -2.758 -1.164 3.776  0.35
C -2.895 -2.214 2.882  1.26
C -4.106 -2.884 2.768  -0.39
C -5.184 -2.513 3.555  -0.51
C -5.048 -1.467 4.460  -0.82
C -3.837 -0.797 4.568  -0.55
H 1.024 1.171 6.657  0.42
H 2.319 0.466 5.676  0.23
H 1.680 2.059 5.277  0.15
H -1.369 0.035 6.095  0.51
H 2.760 0.544 3.411  -0.22
H 2.181 4.727 0.699  0.55
H 4.036 4.026 2.554  0.45
H 3.374 2.931 3.772  0.20
H 4.402 2.298 2.496  0.15
H 0.021 5.573 0.120  0.43
H -1.410 6.588 -1.613  0.38
H -2.422 5.164 -3.376  0.35
H -2.022 2.722 -3.342  0.39
H -0.621 1.719 -1.588  -0.17
H 3.704 -3.224 0.327  0.54
H 5.314 -1.740 1.927  0.43
H 4.844 -0.036 1.916  0.18
H 4.441 -1.044 3.302  0.33
H 2.348 -3.259 -2.107  0.39
H 1.225 -4.995 -3.449  0.39
H -0.847 -6.067 -2.615  0.40
H -1.790 -5.372 -0.435  0.36
H -0.664 -3.616 0.898  0.01
H -2.061 -2.474 2.247  -0.55
H -4.203 -3.695 2.056  0.35
H -6.130 -3.030 3.461  0.40
H -5.890 -1.159 5.067  0.37
H -3.736 0.039 5.253  0.38
C 2.629 -0.567 -2.406  -0.08
N 3.580 -0.621 -3.537  0.09
C 4.898 -0.218 -3.033  -0.77
N 4.897 1.130 -2.439  0.09
C 3.904 1.135 -1.345  -0.76
N 2.566 0.767 -1.802  0.94
C 2.160 1.712 -2.849  -0.71
N 3.098 1.727 -3.988  0.16
C 3.156 0.365 -4.537  -0.72
C 4.428 2.068 -3.470  -0.72
H 2.962 -1.270 -1.648  -0.40
H 1.629 -0.851 -2.735  0.04
H 5.616 -0.237 -3.855  0.36
H 5.217 -0.934 -2.273  0.31
H 3.867 2.133 -0.900  0.18
H 4.224 0.419 -0.583  0.11
H 2.106 2.718 -2.429  0.17
H 1.174 1.429 -3.213  0.04
H 3.858 0.350 -5.373  0.35
H 2.166 0.089 -4.905  0.36
H 4.392 3.072 -3.041  0.33
H 5.143 2.066 -4.297  0.34
Cl -3.741 -4.888 -5.257  -0.30
C -3.117 -3.815 -4.005  0.18
C -3.625 -3.902 -2.700  -0.70
C -3.129 -3.085 -1.712  -0.55
C -2.098 -2.131 -1.993  0.18
C -1.634 -2.037 -3.348  -0.49
C -2.131 -2.868 -4.324  -0.80
C -1.553 -1.342 -0.985  0.46
O -0.650 -0.393 -1.210  0.43
O -1.890 -1.445 0.300  -0.25
H -4.407 -4.620 -2.480  0.39
H -3.514 -3.150 -0.700  0.56
H -0.873 -1.303 -3.589  0.23
H -1.765 -2.804 -5.343  0.39
C -3.492 3.190 0.608  -1.79
C -3.399 1.669 0.575  1.97
C -4.275 1.086 1.670  -1.52
C -3.869 1.126 -0.770  -1.29
O -2.044 1.311 0.805  0.07
H -4.539 3.514 0.589  0.43
H -2.972 3.634 -0.245  0.30
H -3.023 3.561 1.525  0.31
H -5.333 1.219 1.423  0.50
H -4.074 1.572 2.631  0.38
H -4.075 0.018 1.766  -0.04
H -4.814 1.600 -1.051  0.55
H -4.020 0.045 -0.726  0.13
H -3.135 1.328 -1.547  -0.01

ΔE to the lowest compared entry with this formula, charge and spin: 0.0 kcal per mole
HOMO level (spin up / spin down): -1.91 / -5.37 eV
E_LUMO (spin up / spin down): 0.0800 / 0.0800 Eh
Spin multiplicity: 3
Orbital gap (spin up / spin down): 4.09 / 7.55 eV
Net charge: -1